C16H31O18 | wB97M-V/def2-TZVPD

Positions of all 65 atoms, in Å:
O1 2.2494 -6.8808 4.0228
O2 0.4800 -8.5684 8.9468
O3 -2.7136 -1.7228 5.0365
O4 -4.5755 -1.8693 6.4899
O5 -3.5927 0.0290 5.7472
O6 -1.6098 -7.7225 8.2842
O7 -1.7286 -12.1158 4.2425
O8 -3.1247 -12.5716 5.9521
O9 0.1325 -6.4707 8.9433
O10 -4.3950 -6.7520 7.6940
O11 -2.7824 -6.1957 6.3684
O12 3.3388 -6.7689 6.0323
O13 -1.4500 -4.8279 0.1660
O14 -2.3188 -10.5737 5.8055
O15 -1.0900 -4.3439 2.3469
O16 1.2977 -6.2320 5.9999
O17 -2.3385 -6.1930 1.6314
O18 -4.7967 -5.2440 6.1365
C1 -0.6697 -3.8613 -0.4646
C2 -0.5477 -5.2699 8.8246
C3 -3.7582 -1.2639 5.7622
C4 -4.0515 -6.0953 6.6721
C5 -3.7882 -13.6450 5.2265
C6 -1.3904 -9.6250 5.3974
C7 -2.3140 -11.7664 5.2498
C8 4.5642 -6.9761 5.4200
C9 -1.5547 -5.0487 1.4330
C10 0.1120 -5.7383 5.4056
C11 0.1427 -9.9340 8.8687
C12 -4.4132 0.8113 6.5379
C13 -2.4071 -3.0734 5.0724
C14 -2.7055 -6.6604 2.8983
C15 2.2896 -6.7500 5.2356
C16 -0.4358 -7.6238 8.6948
H1 0.1285 -4.4628 8.5429
H2 -0.3515 -6.5775 4.8869
H3 -0.5379 -10.2751 9.6488
H4 -1.5932 -8.5950 5.6907
H5 -0.3086 -3.0820 0.2065
H6 -3.5759 -7.3075 2.7901
H7 -1.5474 -9.7979 4.3327
H8 4.6700 -6.3437 4.5385
H9 0.1035 -4.2158 -1.1462
H10 -1.9372 -7.2861 3.3524
H11 -0.6732 -5.2752 6.0033
H12 -4.6927 0.4563 7.5298
H13 -4.4004 -14.3377 5.8039
H14 5.3748 -6.7541 6.1140
H15 -2.9402 -5.8731 3.6147
H16 0.2558 -5.1002 4.5337
H17 -0.4772 -9.9940 5.8641
H18 -1.1729 -5.0596 9.6924
H19 1.0622 -10.5190 8.8471
H20 -1.4212 -3.3872 -1.0959
H21 -1.3760 -3.1711 4.7328
H22 -3.0940 -14.3894 4.8366
H23 -1.3238 -5.4046 8.0713
H24 -4.4563 -13.2824 4.4454
H25 -2.9675 -3.7047 4.3828
H26 -0.3546 -10.1023 7.9135
H27 -3.9288 1.7774 6.6797
H28 -2.7122 -6.7741 7.1314
H29 -5.2882 0.9546 5.9038
H30 4.7147 -8.0156 5.1287
H31 -2.3804 -3.4650 6.0893

- Energy above the lowest of the compared OMol25 structures with the same formula, charge and spin: 0.0000 eV
- Gap between HOMO and LUMO (alpha / beta): 11.23 / 7.17 eV
- Multiplicity: 2
- ⟨S²⟩: 0.759
- HOMO energy (alpha / beta): -10.65 / -10.64 eV